27
Properties=species:S:1:pos:R:3:forces:R:3:nbo_charge:R:1 method="wB97M-V/def2-TZVPD" de_lowest_ev=2.027 homo_energy_ev=-7.97 smiles="CC1=CP(#Cc2ccccc2)C(Cl)=C1C" homo_lumo_gap_ev=7.178 largest_force_ev_per_a=4.3 lumo_ev=-0.79
C 0.693 -2.577 -3.497 -2.9600 1.2441 0.7915 -0.641
C 0.571 -1.645 -2.312 -1.0277 -2.4233 1.4675 0.033
C -0.491 -1.658 -1.445 3.5656 2.3195 0.0105 -0.518
P -0.189 -0.498 -0.115 0.8416 -0.7702 -1.7121 0.975
C -1.395 -0.327 0.996 1.0396 0.9671 -0.3692 -0.445
C -1.476 0.768 1.961 -0.5280 -0.4563 0.4464 -0.170
C -0.746 1.982 1.799 -0.4859 -1.0336 1.3773 -0.173
C -1.014 3.017 2.739 1.2209 1.1702 -1.8207 -0.222
C -1.959 2.817 3.701 -1.1496 0.3974 2.0665 -0.203
C -2.607 1.587 3.905 -0.8472 0.2693 1.9827 -0.220
C -2.403 0.520 3.042 0.2359 0.4167 -1.2695 -0.166
C 1.540 0.003 -0.989 -1.6987 -0.1037 2.1405 -0.246
Cl 2.580 1.176 -0.238 -0.0441 -0.5703 -0.4186 0.017
C 1.782 -0.939 -1.911 0.4673 1.4936 -0.6031 -0.102
C 3.131 -1.124 -2.604 -2.0444 0.2830 -0.9021 -0.639
H 1.350 -3.365 -3.268 1.0957 -0.9029 0.0858 0.221
H 1.096 -1.865 -4.216 -0.3232 -0.9253 -1.1452 0.223
H -0.359 -3.060 -3.626 1.9293 1.0879 -0.6148 0.229
H -1.432 -2.017 -1.603 -2.2185 -1.3150 -0.4697 0.234
H 0.058 1.870 1.039 -0.6798 1.0912 0.6024 0.224
H -0.557 4.056 2.699 -0.3062 -1.6149 -0.2075 0.224
H -2.248 3.632 4.455 0.7354 -1.1133 -1.3811 0.217
H -3.226 1.608 4.886 0.7336 -0.6879 -2.0778 0.220
H -2.951 -0.469 2.986 0.7455 1.4229 0.5521 0.242
H 3.825 -0.698 -1.930 1.2731 0.0178 0.3260 0.234
H 3.182 -0.626 -3.597 -0.1155 0.1019 0.6984 0.227
H 3.244 -2.167 -2.859 0.5453 -0.3658 0.4437 0.225

---

9
Properties=species:S:1:pos:R:3:forces:R:3:nbo_charge:R:1 method="wB97M-V/def2-TZVPD" de_lowest_ev=4.282 homo_energy_ev="-7.64 / -8.40" homo_lumo_gap_ev="5.877 / 7.886" largest_force_ev_per_a=5.5 lumo_ev="-1.77 / -0.51"
C -0.761 1.153 0.686 1.3147 1.9818 -4.9747 0.191
C 1.025 -1.003 -1.654 0.7601 0.3204 0.7178 -0.644
C -0.769 0.609 1.867 -0.9525 -2.0780 2.2367 -0.441
N -0.627 1.563 -0.458 -1.9487 -0.3641 3.3355 -0.410
I 1.318 0.952 -1.920 1.0139 -0.2509 -0.2757 0.477
I -1.189 -1.501 1.888 0.2592 0.9357 0.1032 0.146
H 1.525 -1.455 -0.770 -0.7177 0.1270 -1.1466 0.222
H 0.440 -1.424 -2.448 -0.0407 -0.6359 0.2574 0.208
H -0.963 1.107 2.810 0.3116 -0.0360 -0.2535 0.251

---

97
Properties=species:S:1:pos:R:3:forces:R:3:mulliken_charge:R:1 method="wB97M-V/def2-TZVPD" de_lowest_ev=0.000 homo_energy_ev="-4.55 / -4.55" homo_lumo_gap_ev="6.438 / 6.053" spin_multiplicity=2 s2=0.754 largest_force_ev_per_a=3.1 lumo_ev="1.88 / 1.50" charge=-1
La 0.999 -0.356 0.256 -2.4432 0.3690 0.8305 2.185
C -3.684 -2.270 0.394 -0.9907 -0.9394 -0.8902 -1.433
C -2.761 -2.359 -0.810 0.3583 1.1070 -0.3579 1.648
C -1.685 -3.442 -0.586 -1.1689 0.3278 -0.7054 -1.760
C -3.634 -2.594 -2.055 0.5425 -0.7895 -0.4771 -1.872
O -2.099 -1.047 -0.972 0.1499 -0.2155 0.3474 0.256
Ge -1.677 -0.336 -2.639 0.5758 -1.1392 -0.8962 -0.669
O -2.044 1.437 -2.464 -0.8338 0.9558 0.4893 -0.151
C -3.364 2.087 -2.553 0.7597 -1.1790 0.2638 1.567
C -4.167 1.622 -3.778 0.5121 -0.5698 -0.0190 -1.607
C -4.118 1.789 -1.249 0.0617 0.0708 -0.4980 -1.021
C -3.037 3.540 -2.735 -0.3730 0.1755 -0.4708 -1.618
O 0.372 -0.076 -2.110 0.3082 -0.2953 -0.7588 0.193
C 1.348 -0.165 -3.200 -0.2749 -1.2486 0.5823 1.558
C 0.979 0.863 -4.253 0.8570 -0.5873 -0.6658 -1.942
C 1.377 -1.617 -3.822 -0.1330 1.0658 2.1626 -1.534
C 2.744 0.101 -2.570 -0.0620 1.1719 -1.5789 -1.109
H -4.036 -3.327 0.551 -0.1073 1.0701 0.1164 0.448
H -3.182 -1.942 1.268 0.5082 0.2630 0.7256 0.092
H -4.538 -1.587 0.185 0.4441 -0.5307 0.1496 0.313
H -2.135 -4.372 -0.229 -0.0072 0.0145 -0.0913 0.524
H -1.201 -3.624 -1.541 0.4034 -0.0970 -0.0292 0.291
H -1.005 -3.090 0.160 0.4960 0.1464 0.3595 0.317
H -4.300 -3.456 -1.889 0.1705 0.2267 -0.0592 0.466
H -4.255 -1.702 -2.210 0.0849 -0.1997 -0.1128 0.318
H -3.020 -2.801 -2.980 -0.6716 0.2888 0.9509 0.342
H -4.401 0.549 -3.697 -0.2039 0.3421 0.0368 0.285
H -5.088 2.218 -3.899 0.3579 -0.2880 0.0464 0.442
H -3.523 1.716 -4.664 -0.2975 0.1395 0.1084 0.331
H -4.085 0.721 -1.027 -0.2378 -0.0472 -0.2010 0.026
H -3.564 2.246 -0.447 0.0369 0.3942 0.5067 0.162
H -5.154 2.163 -1.269 0.3599 -0.1286 0.0519 0.524
H -2.616 3.665 -3.736 0.0302 0.1292 0.0660 0.390
H -3.972 4.103 -2.682 0.2121 0.3212 0.1430 0.388
H -2.296 3.866 -2.018 -0.0563 0.2135 0.3373 0.160
H 0.239 0.474 -4.978 0.1300 0.2697 0.6340 0.372
H 0.629 1.723 -3.720 -0.3929 0.7028 -0.0381 0.338
H 1.874 1.114 -4.842 -0.1542 0.1110 0.0861 0.441
H 0.380 -1.824 -4.171 -0.3033 -0.4771 -0.0692 0.369
H 2.091 -1.710 -4.595 0.7133 0.2482 -1.1862 0.439
H 1.744 -2.300 -3.038 -0.6544 0.0145 -0.2017 0.092
H 2.801 1.179 -2.273 -0.0640 -0.6553 0.1458 0.230
H 3.877 -0.735 -1.118 -1.3177 0.3135 -0.6574 -0.190
H 3.529 -0.029 -3.359 -0.5201 -0.0944 0.5225 0.562
I -2.332 4.196 6.291 -0.0229 0.3035 0.3331 0.006
C -1.050 3.248 4.980 1.5629 -0.5575 -0.7240 -0.540
C 0.177 2.671 5.397 -0.6781 -0.3031 -0.7497 -0.261
C 0.942 1.826 4.561 -1.9119 0.6790 -0.0641 -0.754
I 2.565 0.828 5.410 -0.0486 0.0578 -0.3756 -0.024
C 0.414 1.469 3.263 -0.3760 1.4262 0.7935 -1.043
O 0.960 0.618 2.510 0.4572 -0.4099 -0.6805 0.904
C -0.773 2.220 2.831 0.9669 -0.7903 -0.5105 0.530
C -1.346 1.877 1.476 -1.0135 -0.1879 -0.2966 -0.822
N -0.435 1.909 0.291 0.2584 -0.0413 0.4035 1.463
C 0.224 3.202 0.013 -0.4637 -0.7808 -0.8314 -1.097
C 1.735 3.154 -0.127 0.2949 -0.0371 1.1865 0.346
C 2.366 4.278 -0.637 1.0714 -0.3627 -0.2963 -0.860
C 3.760 4.330 -0.730 -0.4376 -1.1658 0.8305 -0.525
C 4.483 3.307 -0.045 -0.0152 1.4217 -1.1441 -0.726
C 3.767 2.259 0.480 0.0871 -1.1375 -0.4837 -0.470
N 2.441 2.117 0.347 -0.4898 0.1568 0.0163 0.679
C -1.452 3.102 3.643 -0.4510 -0.0844 0.9100 -0.029
H 0.501 2.828 6.408 0.1129 0.0369 0.3179 0.368
H -2.147 2.628 1.267 0.2126 -0.5494 0.2794 0.386
H -1.823 0.835 1.458 0.6386 1.3972 0.1411 -0.084
H -1.058 1.689 -0.487 0.1330 0.1797 -0.3083 -0.609
H -0.055 3.975 0.744 0.1524 -0.2743 -0.0139 0.540
H -0.150 3.517 -0.970 -0.0428 0.2738 0.1387 -0.022
H 1.752 5.053 -1.029 -0.2833 0.5826 -0.3797 0.527
H 4.205 5.097 -1.353 0.2934 0.0394 0.4259 0.394
H 5.578 3.289 -0.022 -0.5296 0.0686 0.0406 0.427
H 4.314 1.390 0.878 -0.4453 0.4760 0.0350 0.159
H -2.386 3.624 3.344 0.7407 -0.5708 -0.1330 0.326
O 4.439 -2.271 2.108 0.4774 0.5537 0.1428 -0.565
C 4.064 -1.428 1.330 -0.0272 -2.4146 0.4938 0.558
O 2.929 -0.919 1.195 2.7976 0.3769 0.2611 0.683
C 5.233 -1.248 0.029 -0.0127 0.4125 -0.8790 -0.153
O 6.030 -1.999 -0.404 -0.9143 0.3832 1.2018 -0.361
O 2.934 -0.783 -1.495 0.9264 -0.0511 0.5891 -0.190
N 1.728 -4.342 5.166 0.6693 0.1883 -1.4686 -0.565
C 2.000 -4.293 4.037 -1.1646 -0.6443 2.4113 -0.145
C 2.181 -4.354 2.641 0.7999 0.2028 -1.6084 -0.099
C 3.177 -5.132 2.046 -0.0474 0.1205 -0.5736 -0.591
C 3.400 -4.997 0.676 -1.2070 -0.4445 0.1304 -0.781
C 2.643 -4.045 -0.030 0.9868 -0.5959 -0.5819 -0.019
N 1.658 -3.352 0.499 -0.7440 -0.0317 0.9681 -0.008
C 1.387 -3.590 1.794 -0.0637 0.1669 0.1884 0.195
H 3.698 -5.861 2.645 0.2593 -0.0176 0.0118 0.483
H 3.912 -5.774 0.115 0.5493 0.5004 0.1835 0.416
H 2.836 -3.873 -1.098 -0.0248 -0.0592 0.4317 0.265
H 0.477 -3.194 2.213 -0.0625 0.6167 -0.0765 0.458
B -1.898 -1.643 4.448 -0.7617 -0.0478 0.6487 0.676
C -1.409 -1.458 3.012 2.1793 -0.4768 -2.0828 -0.579
N -0.838 -1.396 1.989 -0.9325 0.1028 0.7824 -0.489
H -2.769 -2.509 4.419 0.1521 0.1250 0.1200 -0.186
H -0.940 -1.935 5.162 -0.3153 0.1495 -0.3144 -0.167
H -2.386 -0.558 4.678 -0.0981 0.0670 0.4610 -0.188